{
  "formula": "C17H21NO4",
  "method": "ωB97M-V with the def2-TZVPD basis set",
  "symbols": ["C", "H", "O", "H", "C", "C", "C", "H", "H", "C", "H", "C", "H", "H", "H", "N", "H", "O", "H", "C", "H", "H", "C", "C", "C", "H", "C", "H", "O", "C", "H", "C", "H", "C", "H", "H", "H", "H", "C", "H", "C", "O", "C"],
  "positions_angstrom": [[-0.269, -2.112, 1.963], [-0.967, -2.467, 1.207], [-6.024, 4.193, 0.589], [1.125, -0.186, 3.280], [-2.181, 1.096, -0.174], [3.383, -2.457, -1.837], [-4.102, 3.195, -0.182], [0.764, -2.218, -0.513], [2.071, -1.630, 3.037], [2.081, 0.590, -0.520], [-3.530, 0.026, 1.069], [0.715, -1.095, 1.369], [-0.567, 0.634, 1.716], [4.313, -1.874, -3.618], [0.269, -2.958, 2.370], [-5.034, 4.302, -0.129], [-5.275, 1.844, 1.122], [3.453, -1.136, -1.307], [2.426, -2.684, -2.306], [-4.332, 1.987, 0.541], [2.041, -2.585, 0.637], [-0.653, -0.026, -1.229], [-2.879, 3.295, -0.888], [2.370, -0.775, -0.558], [4.494, -2.574, -2.834], [-2.708, 4.156, -1.518], [1.001, 1.125, 0.292], [4.474, -3.580, -3.227], [-4.741, 5.320, -0.748], [-3.412, 0.962, 0.516], [2.787, 1.277, -1.038], [-1.937, 2.262, -0.923], [5.480, -2.363, -2.338], [-1.151, -0.017, -0.230], [-0.849, -1.640, 2.767], [-1.646, -0.976, -0.140], [2.494, -0.078, 2.203], [-1.080, 2.385, -1.520], [-0.063, 0.172, 0.850], [3.491, -3.210, -1.048], [1.665, -0.727, 2.512], [1.032, 2.316, 0.573], [1.471, -1.769, 0.211]],
  "homo_energy_ev": -9.05,
  "homo_lumo_gap_ev": 8.556,
  "smiles": "CCOC1=CC(=O)[C@@H](Cc2ccc([N+](=O)[O-])cc2)C(C)(C)C1",
  "lumo_ha": -0.018,
  "multiplicity": 1
}



{
  "formula": "C17H21NO4S",
  "method": "ωB97M-V with the def2-TZVPD basis set",
  "symbols": ["H", "H", "H", "H", "H", "C", "C", "H", "C", "H", "C", "O", "O", "H", "H", "H", "H", "H", "C", "C", "H", "C", "O", "H", "O", "C", "H", "C", "H", "H", "C", "H", "C", "S", "C", "H", "C", "H", "H", "C", "C", "N", "C", "C"],
  "positions_angstrom": [[-0.571, 3.394, -1.187], [1.217, 0.396, -5.120], [-4.621, -1.559, 3.893], [3.051, 4.144, -0.458], [1.118, 0.948, -0.573], [1.682, 3.355, -3.630], [-2.470, -4.671, 2.312], [2.485, -2.897, -0.125], [0.894, 2.867, -2.635], [-3.495, -4.356, 2.110], [0.497, 3.534, -1.365], [-1.560, -4.127, 1.382], [-3.104, -2.092, 2.714], [-2.388, -5.751, 2.185], [-3.152, -0.582, 4.141], [2.473, 2.658, -5.562], [3.102, 2.525, -1.160], [1.962, -4.309, -1.073], [1.663, -3.328, -0.706], [1.257, 2.993, -0.131], [0.934, 3.565, 0.745], [0.018, 1.283, 1.121], [0.526, -3.554, 0.086], [2.108, 4.343, -3.612], [-0.418, 2.101, 1.911], [-3.788, -1.067, 3.394], [1.439, -2.677, -1.559], [0.343, -1.173, 0.544], [0.695, 4.604, -1.454], [3.273, 2.738, 0.587], [2.769, 3.107, -0.302], [-2.206, -4.405, 3.338], [1.242, 1.263, -4.491], [0.377, 1.247, -3.002], [-1.256, -2.802, 1.392], [-4.175, -0.313, 2.702], [-0.365, -0.154, 1.174], [1.251, -0.961, 0.006], [-2.013, 0.357, 2.383], [1.881, 2.441, -4.691], [-1.966, -1.767, 2.020], [0.888, 1.624, 0.137], [-0.095, -2.481, 0.654], [-1.501, -0.463, 1.907]],
  "homo_energy_ev": -7.99,
  "homo_lumo_gap_ev": 8.597,
  "smiles": "COc1cc(C(=O)N[C@@H](C)Cc2cccs2)cc(OC)c1OC",
  "lumo_ha": 0.022,
  "multiplicity": 1
}



{
  "formula": "C17H22AsN2O8ReS",
  "method": "ωB97M-V with the def2-TZVPD basis set",
  "symbols": ["H", "O", "C", "N", "O", "C", "H", "C", "S", "H", "H", "H", "C", "C", "C", "C", "H", "H", "O", "C", "C", "H", "O", "C", "C", "O", "H", "H", "C", "H", "C", "H", "C", "O", "H", "N", "O", "H", "H", "O", "H", "As", "C", "H", "C", "C", "H", "Re", "H", "H", "H", "H"],
  "positions_angstrom": [[0.684, -0.619, 3.382], [2.148, -0.334, -1.174], [-3.083, -2.208, 0.164], [0.032, 1.886, -0.370], [-0.155, -1.631, -1.214], [-3.857, -4.206, -1.576], [4.301, 0.492, 3.508], [-0.806, 4.504, -0.876], [0.337, -2.833, -0.424], [2.764, 0.014, -4.384], [-1.923, 1.544, 0.241], [-5.706, -3.132, -1.752], [2.475, 0.132, 2.434], [-1.688, 3.560, -0.394], [0.502, 4.110, -1.110], [1.557, -0.014, 3.631], [2.766, -0.857, 2.068], [-4.162, -4.993, -2.252], [-0.979, -3.254, 0.494], [-1.237, 2.275, -0.156], [-2.219, -3.252, -0.130], [1.231, 4.813, -1.490], [1.745, 0.805, 1.374], [2.343, 0.245, -2.279], [3.708, 0.962, 2.724], [-3.614, 0.438, 1.421], [2.756, 1.880, -0.315], [1.595, -1.131, -3.672], [0.893, 2.808, -0.854], [-2.722, 3.791, -0.187], [2.521, -0.579, -3.505], [-1.918, -5.079, -1.196], [-2.596, -4.261, -0.994], [-1.015, -0.298, 1.046], [1.224, 0.968, 3.971], [2.413, 1.558, -2.344], [1.147, -2.157, 0.668], [3.420, 1.959, 3.059], [2.905, 3.302, -1.345], [-2.397, -1.628, 2.937], [-1.120, 5.521, -1.068], [-2.634, -0.846, 1.407], [2.315, 2.408, -1.156], [-2.786, -1.098, 3.647], [-4.343, -2.157, -0.417], [-4.726, -3.161, -1.295], [-5.008, -1.336, -0.180], [0.631, -0.141, 0.215], [2.554, 1.988, -3.244], [4.334, 1.055, 1.836], [3.309, -1.308, -3.320], [2.086, -0.504, 4.449]],
  "s2": 0.7572,
  "charge": 1,
  "homo_energy_ev": [-11.43, -11.07],
  "homo_lumo_gap_ev": [7.907, 7.803],
  "lumo_ha": [-0.130, -0.120],
  "multiplicity": 2
}



{
  "formula": "C17H22ClN3O",
  "method": "ωB97M-V with the def2-TZVPD basis set",
  "symbols": ["H", "H", "C", "O", "H", "C", "N", "C", "C", "H", "H", "Cl", "H", "H", "H", "H", "C", "H", "H", "C", "C", "H", "C", "C", "H", "H", "C", "H", "H", "H", "H", "N", "C", "N", "C", "C", "H", "H", "C", "C", "C", "H", "H", "C"],
  "positions_angstrom": [[3.938, 2.375, -0.285], [3.701, 2.901, -2.674], [3.399, 1.699, -0.933], [-0.034, -0.159, 2.966], [-2.753, -0.806, -2.195], [2.155, -0.306, -1.251], [1.283, -0.447, 2.755], [-0.408, 0.678, 1.989], [1.609, 0.229, 1.690], [-1.468, 2.252, -0.364], [-4.297, -0.062, -2.606], [1.454, -1.761, -0.626], [-3.662, 2.000, -1.424], [-3.349, -3.328, 0.038], [2.453, 1.368, -4.159], [3.421, -0.742, 1.240], [-1.859, 1.247, -0.543], [-1.005, 0.614, -0.825], [-3.568, -0.726, 1.552], [-3.509, -0.098, -1.850], [-3.046, -0.552, 0.601], [-1.803, 2.251, 1.954], [-4.095, -0.558, -0.519], [2.961, 0.234, 1.071], [-1.593, -1.670, -0.570], [-1.785, -3.802, 0.693], [2.567, 1.140, -3.110], [-4.524, -1.556, -0.616], [-4.895, 0.128, -0.234], [3.571, 0.991, 1.568], [-2.395, 1.602, -2.596], [0.573, 0.957, 1.185], [-1.820, 1.156, 1.892], [-2.508, 0.799, 0.675], [3.265, 1.997, -2.278], [2.850, 0.544, -0.395], [-1.178, -1.488, 1.128], [1.462, -0.696, -3.233], [2.009, -0.018, -2.597], [-2.573, -3.054, 0.748], [-2.882, 1.279, -1.675], [-2.997, -3.078, 1.749], [-2.375, 0.761, 2.747], [-2.003, -1.674, 0.440]],
  "homo_energy_ev": -8.45,
  "homo_lumo_gap_ev": 9.264,
  "smiles": "CC[C@@H]1CCCCN1Cc1nc(Cc2ccccc2Cl)no1",
  "lumo_ha": 0.030,
  "multiplicity": 1
}



{
  "formula": "C17H22N2O4S",
  "method": "ωB97M-V with the def2-TZVPD basis set",
  "symbols": ["H", "C", "H", "O", "H", "H", "H", "C", "H", "C", "C", "H", "H", "H", "H", "C", "N", "H", "C", "S", "C", "N", "C", "H", "H", "O", "H", "C", "C", "H", "O", "H", "C", "H", "H", "C", "C", "C", "C", "H", "H", "C", "H", "H", "C", "O"],
  "positions_angstrom": [[-0.480, -2.183, 0.792], [-5.624, -0.118, 0.667], [-5.955, 0.771, 1.203], [1.896, -1.944, 1.512], [3.079, -2.054, -1.965], [2.622, 0.511, -1.616], [6.607, 0.226, -1.232], [-2.481, 0.438, 0.114], [-4.603, -0.620, -1.173], [4.853, -0.876, -1.762], [5.716, -0.158, -0.729], [3.697, -2.014, -0.317], [-2.800, -1.699, 0.007], [-4.962, -0.705, 1.306], [0.425, 1.954, 1.111], [-0.293, 1.192, 0.858], [2.652, 0.285, 0.444], [3.822, 1.305, 1.761], [2.538, -0.295, -0.877], [1.689, -0.520, 1.568], [-2.289, 2.707, 0.188], [-3.659, 0.997, -0.292], [-4.860, 0.281, -0.610], [-1.910, 3.700, 0.320], [4.349, -0.360, 1.510], [-7.973, -0.613, 0.415], [5.765, 1.578, 0.519], [-0.833, -1.171, 0.670], [-2.113, -0.899, 0.237], [4.636, -0.193, -2.589], [-6.468, -2.155, -0.161], [-5.495, 0.917, -1.233], [3.976, 0.537, 0.998], [6.048, -0.875, 0.025], [1.519, -0.685, -0.930], [-6.828, -0.956, 0.314], [0.050, -0.134, 0.970], [-1.581, 1.495, 0.420], [3.533, -1.410, -1.210], [4.546, 1.666, -0.749], [-7.250, -2.682, -0.389], [-3.535, 2.359, -0.230], [5.429, -1.711, -2.170], [-4.361, 2.988, -0.504], [5.012, 1.001, -0.022], [1.891, 0.124, 2.833]],
  "homo_energy_ev": -8.43,
  "homo_lumo_gap_ev": 8.872,
  "smiles": "O=C(O)CCn1ccc2cc(S(=O)(=O)N3CCCCCC3)ccc21",
  "lumo_ha": 0.016,
  "multiplicity": 1
}



The records above yield calculated total energy values of -27646.5010; -38484.3070; -111145.6969; -37025.9712; -39991.9210 eV, respectively.
The records above yield energy relative to the best compared isomer or geometry (same formula, charge and spin) values of 118.3; 38.3; 0.2; 4.2; 35.7 kcal per mole, respectively.